The following is a DFT calculation (wB97M-V/def2-TZVPD) of 2 unconnected molecules or ions with the total composition C4H12N2O2Si in a non-equilibrium geometry.

Calculated values
Gap between HOMO and LUMO (alpha / beta) ... 8.33 / 6.88 eV
Spin multiplicity ... 3
HOMO energy (alpha / beta) ... -7.914 / -10.273 eV
⟨S²⟩ ... 2.010

Positions of all 21 atoms, in Å:
Si 0.12 0.23 0.05
O -2.65 0.41 0.66
O -4.54 0.34 -1.11
N -3.73 -0.30 0.95
N -4.58 -0.48 0.08
C 1.65 0.57 -0.99
C 0.80 0.60 1.88
C -1.34 1.15 -0.85
C -0.51 -1.53 -0.49
H -0.31 -1.70 -1.47
H 1.71 1.65 -1.27
H -3.86 1.06 -0.98
H 0.97 -0.28 2.53
H -1.71 0.38 -1.42
H 1.72 0.02 -1.94
H -1.55 -1.57 -0.23
H 0.14 1.36 2.27
H 1.76 1.10 1.93
H -1.65 2.20 -1.07
H -0.12 -2.32 0.16
H 2.44 0.35 -0.33

---

The following is a DFT calculation (wB97M-V/def2-TZVPD) of a gas-phase ion, C4H12N2O4P2 (charge -2) in a non-equilibrium geometry.

Calculated values
Structure (SMILES) ... CCCC([P@@](N)(=O)[O-])[P@@](N)(=O)[O-]
Gap between HOMO and LUMO ... 6.99 eV
HOMO energy ... -1.006 eV
Total charge ... -2

Positions of all 24 atoms, in Å:
P -0.89 1.90 0.04
P -1.67 -1.34 0.01
O 0.24 2.90 -0.09
O -1.49 -1.51 1.47
O -1.44 -2.55 -0.88
O -2.23 2.32 -0.41
N -1.13 1.40 1.66
N -3.19 -0.59 -0.21
C 0.83 -0.40 -0.95
C 3.07 -0.84 0.26
C 1.90 0.19 0.01
C -0.56 0.29 -0.82
H 1.27 -0.53 -2.04
H -3.29 -0.38 -1.17
H -0.98 0.44 -1.74
H 0.57 -1.53 -0.62
H -3.33 0.32 0.19
H 2.50 -1.73 0.40
H 2.33 1.11 -0.35
H 1.47 0.38 0.94
H -0.14 1.53 2.05
H 3.64 -0.69 1.19
H 3.75 -1.12 -0.55
H -1.23 0.43 1.63

---

The following is a DFT calculation (wB97M-V/def2-TZVPD) of 2 unconnected molecules or ions with the total composition C4H12N2OS in a non-equilibrium geometry.

Calculated values
Gap between HOMO and LUMO (alpha / beta) ... 10.02 / 4.17 eV
Spin multiplicity ... 2
HOMO energy (alpha / beta) ... -13.552 / -13.145 eV
Total charge ... +1
⟨S²⟩ ... 0.756

Positions of all 20 atoms, in Å:
S 3.56 0.15 0.01
O -1.14 -0.97 0.56
N 0.19 -0.65 -2.08
N -1.58 0.15 2.51
C -1.68 -0.03 1.13
C 2.16 -0.87 -0.61
C 1.17 0.09 -1.26
C -2.43 1.09 0.42
H 1.68 0.79 -1.90
H 1.66 -1.37 0.25
H -0.35 0.01 -2.61
H -2.60 0.78 -0.64
H 2.58 -1.63 -1.35
H -0.86 -0.28 2.94
H -1.73 1.93 0.46
H 0.71 0.60 -0.43
H 4.22 -1.01 0.17
H -3.33 1.24 0.97
H -1.80 1.06 2.90
H -0.46 -1.09 -1.42

---

The following is a DFT calculation (wB97M-V/def2-TZVPD) of a gas-phase ion, C4H12N2S (charge -1) in a non-equilibrium geometry.

Calculated values
Gap between HOMO and LUMO (alpha / beta) ... 2.00 / 8.49 eV
Spin multiplicity ... 2
HOMO energy (alpha / beta) ... 1.180 / -5.320 eV
Total charge ... -1
⟨S²⟩ ... 0.750

Positions of all 19 atoms, in Å:
S 2.13 0.13 -2.12
N 1.15 0.70 2.77
N 0.28 0.78 0.42
C -0.16 -0.21 -0.72
C 0.11 0.14 1.92
C -1.64 -0.45 -0.45
C 0.30 0.19 -2.27
H -2.02 -1.24 0.14
H 0.57 -1.06 -0.74
H 2.56 -0.97 -2.57
H -2.09 0.57 -0.31
H 1.90 0.09 2.85
H 0.67 0.80 3.60
H -0.45 1.50 0.46
H -2.16 -0.78 -1.34
H -0.07 -0.88 1.65
H -0.13 -0.78 -2.69
H -0.04 0.98 -2.82
H -0.91 0.49 2.21

---

For each record above, in turn, the calculated energy above the lowest of the compared OMol25 structures with the same formula, charge and spin values are 1.606, 0.000, 0.000, 3.134 eV.
For each record above, in turn, the calculated electronic energy values are -708.79201, -1252.95261, -742.21638, -667.14020 hartree.